Here is 4 unconnected molecules or ions with the total composition C41H53F4I2NO14P in a non-equilibrium geometry from the Open Molecules 2025 dataset. Energies are from ωB97M-V with the def2-TZVPD basis set.

Output
DFT total energy	-109878.564	eV
HOMO level	-10.84	eV
net charge	+1

Each line ends with the Mulliken charge.
Element x y z (Å)
1 C 2.726 -3.324 1.219  -0.55
2 C 3.783 -3.047 0.028  -0.32
3 C 3.459 -1.728 -0.814  0.42
4 C 4.235 -0.408 -0.268  -0.70
5 C 3.137 0.661 0.186  0.69
6 C 3.630 2.184 0.137  -1.03
7 C 2.410 3.241 0.304  -0.17
8 C 1.692 3.318 -1.121  -0.06
9 C 0.716 4.560 -1.332  -1.04
10 C -0.666 4.487 -0.526  -0.75
11 C -1.086 3.032 -0.046  2.38
12 C -1.886 2.188 -1.181  -1.07
13 C -1.115 1.774 -2.504  -1.02
14 O -2.005 1.545 -3.638  -0.41
15 C -1.266 1.387 -4.813  0.77
16 F -0.193 0.473 -4.657  -0.22
17 F -0.673 2.594 -5.256  -0.26
18 F -2.018 0.918 -5.879  -0.23
19 N -2.805 1.207 -0.516  0.68
20 C -2.307 -0.155 -0.175  -0.59
21 I -0.219 -0.568 0.366  0.22
22 C -3.179 -1.281 -0.151  0.16
23 C -4.733 -1.220 -0.473  -0.77
24 I -2.387 -3.251 0.397  0.11
25 C -3.495 2.023 0.554  0.01
26 C -4.747 2.920 0.151  -0.86
27 C -5.946 2.139 -0.559  -0.38
28 C -6.711 3.172 -1.541  -0.51
29 F -5.832 3.313 -2.683  -0.30
30 C -2.260 2.949 1.104  -1.05
31 P -2.659 4.510 2.094  0.07
32 C -3.954 4.131 3.426  -0.68
33 O -3.394 5.679 1.030  -0.57
34 H 1.967 -4.138 0.934  0.09
35 H 2.131 -2.379 1.433  -0.03
36 H 3.260 -3.736 2.146  0.31
37 H 4.862 -3.104 0.394  0.42
38 H 3.662 -3.934 -0.696  0.10
39 H 2.325 -1.551 -0.728  -0.65
40 H 3.653 -1.921 -1.918  0.25
41 H 4.911 -0.686 0.616  0.34
42 H 4.908 -0.054 -1.112  0.25
43 H 2.751 0.464 1.248  0.25
44 H 2.265 0.582 -0.558  -0.63
45 H 4.478 2.412 0.877  0.38
46 H 4.095 2.339 -0.902  0.30
47 H 2.890 4.247 0.513  0.34
48 H 1.724 2.896 1.152  0.12
49 H 2.534 3.431 -1.896  0.48
50 H 1.224 2.302 -1.319  -0.36
51 H 0.558 4.688 -2.462  0.30
52 H 1.273 5.500 -0.977  0.47
53 H -0.628 5.268 0.297  0.45
54 H -1.486 4.840 -1.257  0.36
55 H -0.281 2.394 0.458  -0.76
56 H -2.605 3.005 -1.561  0.05
57 H -0.465 0.870 -2.251  0.20
58 H -0.403 2.606 -2.811  0.59
59 H -3.493 1.013 -1.270  0.69
60 H -5.174 -0.360 0.119  0.11
61 H -4.967 -1.205 -1.582  0.26
62 H -5.208 -2.172 -0.043  0.48
63 H -3.700 1.375 1.473  0.38
64 H -4.386 3.713 -0.577  0.35
65 H -5.201 3.470 1.046  0.37
66 H -5.599 1.284 -1.228  0.04
67 H -6.704 1.745 0.202  0.33
68 H -6.748 4.175 -1.004  0.33
69 H -7.731 2.765 -1.820  0.36
70 H -1.792 2.278 1.913  0.48
71 H -4.642 5.032 3.594  0.42
72 H -3.417 3.884 4.395  0.23
73 H -4.634 3.260 3.132  0.13
74 H -3.180 5.425 0.103  0.36
75 C -3.510 0.928 8.875  -0.83
76 C -2.813 1.347 7.817  0.30
77 C -3.382 1.290 6.439  1.02
78 O -2.722 1.701 5.497  -0.57
79 C -4.725 0.732 6.272  -0.98
80 C -5.421 0.308 7.330  0.42
81 C -4.864 0.391 8.711  0.83
82 O -5.536 0.012 9.652  -0.59
83 O -6.665 -0.213 7.192  -0.57
84 O -1.557 1.845 7.951  -0.57
85 H -3.110 0.966 9.880  0.43
86 H -5.119 0.679 5.266  0.44
87 H -6.953 -0.441 8.098  0.35
88 H -1.271 2.078 7.048  0.33
89 C 1.790 -6.131 -3.985  -0.95
90 C 1.742 -6.964 -2.942  0.35
91 C 0.982 -6.618 -1.706  0.90
92 O 0.944 -7.409 -0.781  -0.63
93 C 0.307 -5.317 -1.656  -0.57
94 C 0.359 -4.484 -2.697  0.36
95 C 1.095 -4.842 -3.943  0.99
96 O 1.103 -4.062 -4.879  -0.63
97 O -0.260 -3.273 -2.666  -0.33
98 O 2.381 -8.160 -2.964  -0.57
99 H 2.335 -6.371 -4.888  0.45
100 H -0.225 -5.069 -0.749  -0.03
101 H -0.075 -2.866 -3.535  0.30
102 H 2.193 -8.572 -2.099  0.36
103 C 6.417 -2.825 -2.692  -0.59
104 C 6.844 -4.079 -2.531  0.08
105 C 8.298 -4.406 -2.490  0.88
106 O 8.649 -5.560 -2.322  -0.61
107 C 9.255 -3.308 -2.662  -0.91
108 C 8.827 -2.054 -2.828  0.39
109 C 7.373 -1.724 -2.840  0.88
110 O 7.019 -0.565 -2.975  -0.64
111 O 9.699 -1.027 -2.991  -0.56
112 O 5.971 -5.110 -2.395  -0.50
113 H 5.367 -2.574 -2.721  0.51
114 H 10.306 -3.561 -2.649  0.43
115 H 9.145 -0.229 -3.088  0.35
116 H 6.525 -5.908 -2.291  0.35